Formula: C47H51AsN9OPRuSSi2
Source: the OMol25 dataset
Level of theory: wB97M-V/def2-TZVPD

Atoms and positions in Å:
Ru -0.3508 -0.9663 0.3510
C 5.1422 -0.1797 -0.9081
N 3.7358 -0.5646 -1.0011
C 2.8229 -0.5655 -0.0359
N 1.6631 -0.9606 -0.5278
C 1.9353 -1.1784 -1.8445
N 3.1854 -0.9547 -2.1662
C 5.6847 -0.5485 0.4490
C 6.4265 0.3420 1.2103
C 6.8978 -0.0370 2.4645
C 6.6030 -1.2867 2.9812
C 5.8410 -2.1751 2.2245
C 5.4106 -1.8110 0.9576
C 5.4339 -3.4735 2.7582
N 5.7233 -4.0444 3.8725
N 5.0095 -5.2372 3.9016
C 4.3379 -5.2884 2.8050
O 4.5571 -4.2030 2.0196
C 3.3616 -6.2740 2.3468
C 3.0857 -7.4021 3.1154
C 2.0928 -8.2759 2.7093
C 1.3520 -8.0145 1.5627
C 1.6300 -6.8962 0.7918
C 0.7520 -6.5061 -0.3725
N 0.0233 -5.2860 -0.0301
C 0.1469 -4.0538 -0.6012
N -0.4559 -3.1383 0.0696
C -0.9539 -3.8224 1.2773
N -0.7006 -5.2438 1.0881
C 2.6516 -6.0404 1.1760
H 5.2312 0.8911 -1.0987
H 5.6508 -0.7131 -1.7103
H 3.0214 -0.2753 0.9795
H 1.1947 -1.4822 -2.5661
H 6.6377 1.3344 0.8296
H 7.4839 0.6591 3.0491
H 6.9418 -1.5776 3.9665
H 4.8329 -2.5135 0.3703
H 3.6437 -7.5730 4.0261
H 1.8728 -9.1520 3.3037
H 0.5428 -8.6755 1.2782
H 0.0391 -7.2939 -0.6139
H 1.3329 -6.2846 -1.2686
H 0.6836 -3.9252 -1.5305
H -2.0268 -3.6494 1.3975
H 2.8672 -5.1581 0.5846
C 1.2136 -2.7178 4.8293
C 1.8709 -2.7870 3.6097
C 1.1648 -3.0904 2.4534
C -0.2050 -3.3404 2.5141
C -0.8571 -3.2703 3.7383
C -0.1529 -2.9561 4.8908
P -2.4927 -0.6010 0.6564
C -3.9543 -1.6576 0.5101
C -4.5199 -1.8932 -0.7432
C -5.6479 -2.6917 -0.8649
C -6.2207 -3.2632 0.2627
C -5.6694 -3.0314 1.5154
C -4.5433 -2.2310 1.6378
C -3.0500 1.0059 1.2047
C -4.3776 1.3940 1.3742
C -4.6666 2.6801 1.8077
C -3.6408 3.5783 2.0695
C -2.3137 3.1921 1.9072
C -2.0123 1.9084 1.4820
H 1.7656 -2.4879 5.7312
H 2.9407 -2.6169 3.5608
H 1.6920 -3.1600 1.5083
H -1.9181 -3.4825 3.7928
H -0.6702 -2.9075 5.8400
H -4.0760 -1.4489 -1.6258
H -6.0815 -2.8659 -1.8408
H -7.1001 -3.8861 0.1661
H -6.1194 -3.4690 2.3968
H -4.1295 -2.0322 2.6200
H -5.1783 0.6950 1.1666
H -5.6967 2.9837 1.9399
H -3.8703 4.5830 2.3998
H -1.5241 3.9068 2.0997
C 1.2602 5.3520 -1.9556
Si 1.1888 5.4252 -0.0797
C 2.5971 6.4889 0.5828
C -0.4683 6.0943 0.5064
As -0.2089 1.2213 1.2256
Si 0.6897 1.6117 3.3938
C -0.5715 0.9764 4.6165
C 2.3096 0.6827 3.5606
C 1.0272 3.4382 3.6204
H 1.5132 6.3350 -2.3642
H 0.2973 5.0484 -2.3693
H 2.0121 4.6411 -2.3026
H 2.2888 7.5382 0.6187
H 3.4713 6.4145 -0.0659
H 2.9028 6.2055 1.5916
H -0.6509 7.0814 0.0691
H -0.4875 6.2044 1.5927
H -1.2910 5.4425 0.2095
H -1.0251 0.0457 4.2714
H -1.3670 1.7079 4.7680
H -0.0931 0.7829 5.5804
H 2.1845 -0.3798 3.3477
H 2.6495 0.7640 4.5970
H 3.0999 1.0954 2.9285
H 0.1143 4.0329 3.6457
H 1.6635 3.8316 2.8238
H 1.5438 3.5884 4.5729
S 4.7738 3.3116 -0.1968
C 4.7731 2.8034 -1.8312
C 3.6427 2.0944 -2.0881
N 2.7778 1.9498 -1.0325
C 3.2537 2.5447 0.0190
H 5.5761 3.0449 -2.5072
H 3.3910 1.6567 -3.0426
H 2.7399 2.5792 0.9701

Forces on the atoms, in the same order (eV/Å):
0.247 -0.075 -0.402
0.120 -0.184 0.268
0.154 -0.480 0.105
0.008 -0.141 -0.093
-0.149 -0.200 0.149
-0.022 0.066 -0.040
-0.053 0.027 0.048
0.006 -0.128 -0.010
0.056 -0.016 0.000
-0.003 -0.020 0.014
-0.006 0.025 0.023
0.006 -0.021 -0.001
0.035 -0.018 0.045
-0.052 0.006 -0.049
0.037 -0.012 0.009
-0.033 -0.003 0.024
0.003 0.012 -0.043
0.030 -0.011 0.007
0.013 0.037 -0.006
0.008 -0.019 -0.003
0.016 0.005 0.010
0.029 -0.012 -0.041
-0.002 -0.005 0.020
0.026 -0.021 -0.032
-0.036 0.045 -0.085
-0.065 -0.075 -0.090
0.019 0.178 0.240
-0.014 -0.017 -0.063
0.013 -0.004 0.029
-0.033 -0.004 0.034
0.117 -0.576 0.169
0.021 -0.019 -0.011
-0.027 -0.015 0.094
0.005 -0.033 0.003
0.011 -0.065 0.025
0.008 0.000 0.001
-0.005 -0.010 0.000
0.014 -0.009 0.006
-0.002 0.000 0.001
-0.001 -0.001 -0.001
-0.001 -0.003 0.007
-0.029 0.018 0.044
0.015 -0.025 0.004
0.026 0.051 0.020
-0.032 0.027 0.013
0.008 0.002 0.005
-0.031 -0.017 0.019
-0.009 -0.110 -0.019
0.013 -0.010 -0.002
0.024 0.016 0.036
-0.039 0.000 -0.013
0.009 0.027 -0.002
-0.120 -0.131 0.040
-0.005 0.004 -0.040
0.045 -0.061 -0.006
-0.007 -0.023 0.013
0.004 0.006 -0.017
0.011 0.004 -0.014
-0.011 0.033 0.075
0.078 0.019 0.148
0.004 0.014 -0.031
0.007 0.003 0.003
0.012 -0.002 -0.002
-0.042 0.032 -0.033
-0.037 -0.083 0.029
0.008 0.000 -0.001
-0.026 0.013 0.012
-0.009 0.012 0.012
-0.023 0.011 -0.014
0.005 -0.001 0.001
0.002 0.009 0.007
-0.001 0.002 -0.001
-0.001 0.001 -0.001
0.002 0.001 0.001
0.030 -0.014 0.006
-0.002 0.000 0.007
-0.001 -0.003 -0.004
-0.006 -0.002 -0.001
0.028 -0.013 0.011
-0.029 -0.034 0.025
0.000 0.043 0.022
-0.014 -0.036 0.027
0.024 0.014 -0.018
0.031 0.185 0.013
0.071 0.003 0.036
0.003 0.013 -0.001
-0.075 -0.003 -0.044
0.002 -0.035 0.021
-0.018 0.006 0.002
0.010 -0.018 -0.003
0.025 0.016 -0.001
0.010 0.002 -0.031
0.012 -0.007 0.005
-0.018 0.014 0.008
0.019 0.005 0.007
-0.011 0.000 -0.002
-0.004 0.003 -0.004
0.022 -0.034 -0.006
-0.018 -0.016 -0.020
-0.016 0.027 0.007
0.023 0.097 -0.061
0.015 0.020 -0.004
0.022 -0.014 -0.030
-0.023 -0.005 -0.008
-0.006 0.013 -0.001
0.004 0.004 -0.011
-0.051 0.209 -0.093
-0.210 0.454 -0.109
-0.292 0.563 -0.225
0.086 0.459 -0.121
-0.029 0.048 -0.057
0.020 0.015 -0.003
0.014 -0.016 0.011
0.002 -0.010 0.005

For the LUMO energy (spin up / spin down), the calculation gives -2.09 / -3.66 eV. For the energy above the lowest of the compared OMol25 structures with the same formula, charge and spin, the calculation gives 114.63 kJ/mol. The spin multiplicity is 6. As for the HOMO energy (spin up / spin down): -8.59 / -10.50 eV. The maximum force comes out at 0.7 eV/A. As for the expectation value of S²: 8.794. The total charge is +1. As for the total energy: -164317.866 eV.

Results of the Löwdin charge analysis, in e, for atoms 1 through 2:
1 Ru 0.53
2 C -0.06

=====

Formula: C47H51F3HgN3O6P2S4Sb
Source: the OMol25 dataset
Level of theory: wB97M-V/def2-TZVPD

Atoms and positions in Å:
Hg -0.1505 0.0717 -1.4972
F -4.8103 2.6561 5.2949
C -3.8100 1.9480 4.7024
C -3.1810 2.4795 3.5962
C -2.1726 1.7324 2.9916
C -1.7923 0.4784 3.4731
C -2.4486 -0.0011 4.6070
C -3.4629 0.7221 5.2294
Sb -0.2353 -0.6633 2.4162
C -1.2331 -2.5336 2.8051
C -2.6185 -2.6500 2.7167
C -3.2564 -3.8759 2.8974
C -2.4802 -4.9789 3.1738
F -3.0941 -6.1854 3.3277
C -1.1084 -4.9158 3.2744
C -0.4915 -3.6866 3.0783
C 0.8309 -0.6631 4.3299
C 1.5783 0.4923 4.5814
C 2.1962 0.7195 5.8047
C 2.0589 -0.2363 6.7886
F 2.6467 -0.0222 7.9965
C 1.3516 -1.3998 6.5887
C 0.7373 -1.6031 5.3536
H -3.4862 3.4450 3.2105
H -1.6919 2.1374 2.1085
H -2.1733 -0.9663 5.0208
H -3.9776 0.3476 6.1065
H -3.2151 -1.7738 2.4874
H -4.3311 -3.9793 2.8117
H -0.5355 -5.8163 3.4583
H 0.5908 -3.6366 3.1049
H 1.6873 1.2396 3.7985
H 2.7755 1.6138 5.9965
H 1.2811 -2.1305 7.3848
H 0.1746 -2.5171 5.2069
C 4.9237 -3.0000 -0.7035
C 4.3616 -1.7613 -1.3617
O 4.4678 -0.6322 -0.4832
P 3.0986 0.0596 0.1041
O 3.5589 1.6363 -0.1155
C 3.5527 2.0885 -1.4731
C 4.9690 2.1777 -2.0081
O 3.3472 0.0393 1.7049
C 4.6298 0.1778 2.3238
C 5.0852 -1.1670 2.8434
H 4.8909 -3.8368 -1.4055
H 4.3153 -3.2578 0.1669
H 5.9597 -2.8356 -0.3974
H 3.3168 -1.9222 -1.6378
H 4.9257 -1.5112 -2.2627
H 3.0654 3.0665 -1.4921
H 2.9453 1.4220 -2.0985
H 5.5691 2.8410 -1.3804
H 4.9603 2.5640 -3.0295
H 5.4364 1.1924 -2.0098
H 4.5032 0.8827 3.1475
H 5.3459 0.6002 1.6182
H 4.3531 -1.5632 3.5496
H 6.0513 -1.0700 3.3476
H 5.1822 -1.8741 2.0195
C -0.0024 5.3047 -1.0366
P -0.0961 3.4613 -0.9266
C 0.6243 3.2643 0.7552
C -1.8786 3.2791 -0.5129
H -0.4522 5.7951 -0.1659
H -0.5137 5.6417 -1.9414
H 1.0451 5.6067 -1.1108
H 0.1437 3.9235 1.4859
H 1.6974 3.4691 0.7240
H 0.5112 2.2233 1.0688
H -2.2121 4.0360 0.2050
H -2.0304 2.2805 -0.0897
H -2.4752 3.3431 -1.4256
S 2.3588 0.1176 -7.1733
C 1.0192 0.6397 -6.3032
S -0.4037 -0.3142 -6.1006
C -1.1682 0.9133 -5.0821
N -0.3851 1.9404 -4.9333
N 0.8168 1.7829 -5.6184
C 1.7077 2.8831 -5.4490
C 2.6280 3.2511 -6.4215
C 3.4361 4.3625 -6.2141
C 3.3310 5.1158 -5.0542
C 2.3972 4.7475 -4.0929
C 1.5884 3.6392 -4.2820
S -2.7141 0.7225 -4.4088
H 2.7126 2.6712 -7.3276
H 4.1501 4.6421 -6.9800
H 3.9669 5.9793 -4.8994
H 2.2936 5.3260 -3.1818
H 0.8514 3.3512 -3.5431
O -2.4953 -0.2219 0.5959
N -3.5840 -0.1117 -0.0820
C -3.5765 -0.3306 -1.4225
C -4.7213 -0.1595 -2.1692
C -5.9057 0.2156 -1.5549
C -5.8981 0.4163 -0.1829
C -4.7327 0.2540 0.5360
H -2.6157 -0.6007 -1.8341
H -4.6532 -0.3151 -3.2383
H -6.8099 0.3574 -2.1316
H -6.7932 0.7100 0.3497
H -4.6346 0.4141 1.6005
O -2.4821 -8.4696 1.0018
C -1.1413 -8.4475 0.7540
O -0.5476 -9.4959 0.7289
C -0.5367 -7.1099 0.5630
C -1.2694 -5.9881 0.1623
C -0.6736 -4.7496 0.0441
C 0.6883 -4.5474 0.3605
S 1.3712 -2.9593 0.3705
C 1.4222 -5.7015 0.7162
C 0.8287 -6.9465 0.7997
H -2.7829 -7.5633 1.1495
H -2.3231 -6.0776 -0.0898
H -1.2536 -3.8911 -0.2732
H 2.4756 -5.5857 0.9443
H 1.4079 -7.8179 1.0821

Forces on the atoms, in the same order (eV/Å):
0.293 -0.082 -0.127
-0.012 0.027 0.017
0.024 -0.005 -0.033
0.040 -0.035 -0.036
-0.014 -0.071 0.025
-0.080 0.052 -0.019
0.040 0.056 -0.006
0.049 -0.057 -0.006
-0.212 -0.083 0.419
-0.007 -0.129 -0.033
-0.006 -0.023 -0.043
0.029 0.112 -0.029
0.018 0.034 0.020
-0.021 -0.054 -0.041
0.068 0.053 0.104
-0.106 0.073 0.077
0.134 0.101 -0.033
0.032 -0.069 -0.095
-0.022 0.015 -0.070
0.017 -0.007 -0.010
0.036 -0.009 0.033
-0.051 -0.056 -0.069
0.035 0.046 0.006
0.022 -0.020 0.018
-0.018 -0.036 0.023
-0.013 0.029 -0.023
0.018 0.006 -0.034
0.033 -0.040 -0.009
0.017 0.015 0.006
-0.008 0.021 -0.031
-0.013 -0.005 -0.021
0.010 -0.039 0.037
-0.020 0.004 0.003
-0.010 0.013 -0.006
-0.020 0.022 -0.007
-0.039 -0.006 0.084
-0.037 -0.063 -0.042
0.037 -0.012 0.142
0.096 0.282 0.090
-0.079 -0.038 -0.012
0.095 -0.029 0.002
-0.014 -0.009 -0.053
-0.035 -0.116 -0.017
-0.109 0.009 -0.043
0.023 -0.050 0.021
-0.002 0.003 0.035
0.034 -0.018 -0.084
0.011 -0.006 -0.009
-0.028 -0.018 0.022
-0.007 0.037 -0.048
-0.005 -0.021 0.017
-0.021 0.011 0.013
-0.025 -0.004 -0.032
-0.007 0.042 -0.011
-0.019 0.033 0.020
-0.003 0.056 0.009
0.018 0.004 -0.042
0.019 0.011 -0.012
-0.032 -0.021 -0.002
0.018 0.015 0.021
-0.058 0.031 0.005
0.063 0.128 0.083
0.033 -0.018 -0.024
-0.002 -0.114 -0.056
0.025 -0.011 -0.045
0.016 0.005 0.023
-0.028 0.012 0.019
0.012 -0.040 0.011
-0.052 -0.001 0.008
0.001 0.006 0.009
0.007 -0.038 0.004
-0.016 0.047 -0.053
0.015 0.012 0.025
-0.128 0.043 0.067
0.114 0.064 0.039
-0.223 -0.203 0.032
0.293 0.106 -0.117
-0.052 -0.012 -0.068
-0.018 0.233 0.120
-0.009 0.029 0.049
0.047 0.008 -0.083
-0.004 0.008 0.001
-0.021 -0.059 -0.016
0.033 -0.036 0.005
-0.025 -0.054 -0.012
0.116 0.015 -0.247
0.000 0.018 0.040
-0.002 -0.014 0.012
-0.010 -0.006 -0.012
0.009 -0.025 -0.020
0.100 0.007 -0.028
-0.117 -0.064 -0.001
0.061 0.004 -0.213
-0.147 0.005 0.266
-0.181 -0.067 0.031
0.042 -0.024 0.016
0.013 0.019 0.105
-0.085 0.024 -0.030
-0.101 -0.009 -0.041
-0.024 -0.035 0.110
0.018 -0.012 0.008
0.019 0.007 -0.004
0.032 0.001 -0.023
-0.003 0.071 -0.061
-0.045 0.147 0.017
0.108 -0.065 -0.008
-0.055 -0.159 -0.014
-0.024 0.119 -0.070
-0.001 -0.068 -0.072
-0.068 0.031 0.031
0.103 -0.050 -0.045
-0.033 -0.048 -0.007
0.105 0.087 0.068
-0.010 -0.027 0.065
0.006 0.013 -0.001
-0.011 -0.008 0.033
-0.020 -0.001 -0.005
0.007 0.017 0.002

For the LUMO energy, the calculation gives 3.76 eV. As for the HOMO energy: -2.45 eV. The maximum force comes out at 0.5 eV/A. The total charge is -2. As for the total energy: -147108.528 eV.

Results of the Löwdin charge analysis, in e, for atoms 1 through 2:
1 Hg 0.57
2 F 0.02

=====

- Look up the total charge of the first one.
  +1

=====

- Among the records above, which one has the highest maximum force?
  C47H51AsN9OPRuSSi2

=====

- The highest maximum force belongs to which entry?
  C47H51AsN9OPRuSSi2

=====

- Look up the total charge of the second one.
  -2